No. 1
Formula: C5H12N2O
Source: the Open Molecules 2025 dataset
Level of theory: ωB97M-V/def2-TZVPD

Values from the calculation:
**Energy relative to the best compared isomer or geometry (same formula, charge and spin)**: 180.5 kJ/mol
**LUMO level**: 0.76 eV
**SMILES**: CNCCN(C)C=O
**Energy**: -10406.553 eV

```
20
Properties=species:S:1:pos:R:3:forces:R:3:lowdin_charge:R:1
C -1.2388 -0.2824 -2.1267 0.34 -0.19 0.20 -0.14
N -0.6421 -1.3627 -1.3331 0.09 0.36 0.25 -0.12
C 0.7652 -1.1484 -1.0181 -0.38 0.07 0.02 -0.22
C 1.1732 -0.5101 0.3296 0.26 -0.49 -0.63 -0.15
N 0.5524 0.7470 0.7140 0.04 -0.03 0.30 -0.13
C 1.3669 1.7279 1.4211 0.66 0.58 -0.15 -0.06
C -0.7542 0.7172 1.0574 -0.63 0.01 -0.11 -0.33
O -1.4613 -0.2671 1.0114 -0.24 -0.04 0.31 0.02
H -1.2395 -0.5923 -3.1696 -0.13 0.24 -0.18 0.07
H -2.2499 -0.0656 -1.8037 -0.30 -0.23 -0.01 0.07
H -0.7008 0.6661 -2.0320 0.15 0.04 -0.07 0.07
H -1.1180 -1.4225 -0.4399 -0.12 -0.10 -0.32 0.06
H 1.2346 -0.5732 -1.8196 -0.06 -0.10 -0.10 0.11
H 1.2233 -2.1298 -0.9795 0.47 -0.22 -0.15 0.10
H 2.2186 -0.2939 0.1530 0.36 0.07 0.30 0.11
H 1.1307 -1.2782 1.1068 -0.28 0.20 0.26 0.13
H 2.4309 1.4809 1.3165 -0.37 -0.24 0.17 0.09
H 1.3021 2.7153 0.9570 -0.34 0.02 0.12 0.09
H 1.1209 1.8050 2.4921 0.11 -0.07 -0.37 0.09
H -1.1967 1.6840 1.3499 0.37 0.10 0.15 0.15
```
Forces are in eV/Å.



No. 2
Formula: C5H12N2O
Source: the Open Molecules 2025 dataset
Level of theory: ωB97M-V/def2-TZVPD

Values from the calculation:
**Energy relative to the best compared isomer or geometry (same formula, charge and spin)**: 429.1 kJ/mol
**LUMO level**: 0.96 eV
**Energy**: -10403.976 eV

```
20
Properties=species:S:1:pos:R:3:forces:R:3:lowdin_charge:R:1
C -0.3663 -0.6606 1.2961 0.21 -0.54 -0.48 -0.17
C -1.9187 0.9395 0.3895 0.21 0.52 -0.34 -0.15
C 0.6848 -2.0402 -0.6355 -0.37 -0.25 -0.21 -0.04
N -1.2788 -0.3465 0.2254 1.93 -1.74 0.69 -0.05
C 0.4736 -0.7172 0.0409 -3.33 0.15 1.14 -0.28
N 1.5835 1.4380 0.4142 0.03 0.00 -0.18 0.09
C 1.2077 0.4196 -0.4641 -1.75 2.59 -1.89 -0.24
O -0.0009 1.1916 -1.5376 2.60 -0.88 0.83 -0.18
H -0.3493 0.4644 -2.0720 0.06 0.05 0.14 0.03
H 0.8005 1.8079 0.9373 0.00 -0.14 0.07 0.07
H 2.0024 2.2108 -0.0896 0.06 -0.11 0.01 0.10
H -0.5553 -1.6341 1.7485 0.23 0.06 0.21 0.11
H -0.1471 0.1199 2.0267 -0.03 -0.03 -0.01 0.11
H 2.0059 0.1643 -1.1567 -0.11 0.04 0.06 0.14
H -2.6864 0.8378 1.1718 0.15 -0.23 -0.09 0.09
H -2.4090 1.2327 -0.5385 0.13 0.09 0.11 0.07
H -1.2536 1.7491 0.7100 -0.04 0.07 -0.14 0.06
H 1.6850 -2.1110 -1.0707 -0.06 0.12 0.05 0.08
H -0.0442 -2.1756 -1.4416 0.12 -0.03 0.04 0.09
H 0.5662 -2.8904 0.0457 -0.03 0.26 -0.01 0.08
```
Forces are in eV/Å.



No. 3
Formula: C5H12N2O
Source: the Open Molecules 2025 dataset
Level of theory: ωB97M-V/def2-TZVPD

Values from the calculation:
**Energy relative to the best compared isomer or geometry (same formula, charge and spin)**: 846.8 kJ/mol
**LUMO level**: -3.55 eV
**Energy**: -10399.647 eV

```
20
Properties=species:S:1:pos:R:3:forces:R:3:lowdin_charge:R:1
C -2.1400 -0.5595 -1.4044 -1.07 0.09 1.27 -0.02
C -2.6953 0.1654 -0.1184 0.51 -1.59 -0.92 -0.60
N -1.7902 0.6662 0.7382 0.99 0.57 -0.04 0.09
C -0.4278 0.1102 0.6952 -1.11 0.26 1.37 -0.18
C 2.2017 -0.6740 0.5037 5.13 2.24 -3.31 0.03
N 3.0479 0.4920 0.1668 -1.49 -0.97 1.07 -0.15
C 4.3776 0.2032 -0.4469 -1.40 -1.51 -0.07 -0.10
O -3.8953 0.0414 0.1175 0.41 0.67 0.12 0.01
H -1.8693 -1.5496 -1.0119 -0.11 0.02 -0.33 0.08
H -1.2483 -0.1289 -1.8274 0.01 0.30 -0.44 0.05
H -3.0087 -0.6385 -2.0637 0.50 -0.04 -0.17 0.08
H -0.4539 -0.9394 0.9158 0.10 -0.49 0.21 0.07
H -0.0206 0.2271 -0.3165 0.54 -0.17 -0.57 0.07
H 0.2451 0.6378 1.3778 -0.54 -0.08 0.09 0.06
H 2.7525 -0.9840 1.4108 -2.10 -0.55 0.80 0.10
H 2.4272 -1.3103 -0.3998 -1.22 -0.09 1.13 0.08
H 3.0766 1.0909 0.9812 0.43 0.18 -0.10 0.10
H 5.0172 1.0615 -0.6159 -0.31 0.20 0.03 0.08
H 4.1289 -0.3348 -1.3777 0.45 0.47 0.04 0.08
H 4.8686 -0.5559 0.1873 0.26 0.49 -0.18 0.08
```
Forces are in eV/Å.



- Which of these has the lowest LUMO level?
  number 3



- Among the records above, which one has the lowest energy relative to the best compared isomer or geometry (same formula, charge and spin)?
  number 1